Entry 1:
Formula: C27H29N7O3S3Sn
Source: the OMol25 dataset
Level of theory: the ωB97M-V functional and the def2-TZVPD basis

```
70
Properties=species:S:1:pos:R:3:nbo_charge:R:1
C 2.2241 2.8187 -0.4920 -0.136
Sn -1.6402 1.0104 -0.1097 1.000
C 1.2943 2.7220 -1.6348 0.419
H -0.6907 -3.8804 -5.3243 0.228
H 0.3345 4.8527 -0.0313 0.237
N 1.4701 -0.1590 0.8510 -0.474
C 0.4458 -6.7407 -3.1066 0.041
H -7.1519 3.1962 3.2043 0.211
O 0.0996 2.9118 -1.5734 -0.548
H -2.5294 -0.0189 -3.0102 0.212
H 5.7863 2.2139 2.6889 0.214
N -2.6177 -1.1158 -1.2714 -0.466
H -0.1411 0.7048 3.1977 0.384
C 1.8652 3.4988 0.6864 0.042
C -2.7524 -2.3177 -0.7131 0.054
C -4.4397 1.2491 3.7387 -0.207
H 0.8112 -7.5554 -2.4906 0.197
C -0.3951 -4.6963 -4.6781 -0.256
H 0.6230 4.9001 1.7202 0.211
H -3.0040 -4.4354 -0.9748 0.233
C 3.9773 2.8250 1.6853 0.026
C 2.7587 3.4935 1.7483 -0.239
C 4.9086 2.8352 2.8673 -0.632
H 5.2643 1.6494 0.4407 0.207
C -2.7775 -2.1196 -3.4267 -0.242
C -5.6282 1.9033 4.0037 -0.229
C -2.8930 -3.4752 -1.4601 -0.239
H 0.8475 1.5929 2.2531 0.379
H 1.7384 2.4031 -2.5914 0.123
C -4.4209 2.1196 1.4837 -0.071
H -6.0876 1.8119 4.9798 0.211
C 3.4637 2.1673 -0.5906 0.046
C -5.6240 2.7772 1.7696 -0.253
C -6.2235 2.6739 3.0108 -0.219
C 4.3134 2.1693 0.5086 -0.244
C -1.3168 -5.3225 -3.8532 -0.139
C 2.1310 -0.5485 1.9379 0.608
S -3.0352 -4.8355 -3.8595 0.264
N 1.7212 0.0353 3.0733 -0.415
C -0.8899 -6.3663 -3.0473 -0.261
C -2.8883 -3.3747 -2.8442 -0.128
H -0.2825 3.5807 0.9818 0.228
N 3.1645 -1.4005 2.0122 -0.797
H 1.6618 -4.6780 -5.2936 0.199
C 0.5670 4.2519 0.8462 -0.631
C -3.8220 1.3461 2.4861 -0.231
H 2.1758 -0.1897 3.9395 0.385
H -6.0808 3.3763 0.9910 0.217
H 2.4871 4.0132 2.6625 0.213
S -3.7474 2.3277 -0.1350 -0.351
H 3.2007 0.6608 -2.1421 0.239
H -3.9633 0.6511 4.5066 0.213
N 1.3427 -6.1513 -3.8947 -0.402
C -2.6372 -1.0180 -2.5990 0.058
C 3.9028 1.4412 -1.8447 -0.655
H 3.3556 -1.9367 1.1776 0.447
C 0.9171 -5.1448 -4.6583 0.043
O 1.1222 -0.3177 -1.2717 -0.398
H 4.4013 2.4711 3.7634 0.220
H -1.5825 -6.8802 -2.3942 0.229
H -2.7509 -2.3422 0.3719 0.217
H -2.7984 -2.0044 -4.5020 0.234
N 1.7433 -0.7641 -0.3281 0.626
S -2.2990 0.4819 2.2497 -0.394
H 3.5464 -1.6666 2.9013 0.396
H 4.8739 0.9752 -1.6824 0.218
N 0.7973 1.0926 3.1360 -0.639
H 4.0031 2.1266 -2.6887 0.222
O 2.5198 -1.7261 -0.4358 -0.480
H 5.2503 3.8505 3.0791 0.227
```

Properties
ΔE to the lowest compared entry with this formula, charge and spin: 19.3 kcal/mol
Net charge: 0

---

Entry 2:
Formula: C27H30As2N3O17P2Rh
Source: the OMol25 dataset
Level of theory: the ωB97M-V functional and the def2-TZVPD basis

```
82
Properties=species:S:1:pos:R:3:mulliken_charge:R:1
C -2.0014 -0.2057 -4.2383 1.128
H 5.0174 0.0225 -3.6541 0.505
O 4.0917 1.5269 -4.9991 -0.627
H 1.6898 -0.5499 -7.0493 0.544
H 4.2309 -1.5558 -3.9660 0.235
H -1.8449 -2.7412 -2.6533 0.225
O 0.2810 2.7214 0.7934 -0.754
As -0.3551 0.8759 -6.5620 0.014
H 1.4277 4.7243 -0.2879 0.333
C -1.8720 0.2339 -5.4915 0.529
N 1.7340 -1.4069 -0.3864 -0.367
H 0.1688 4.0810 -7.1919 0.278
C 1.0041 1.5115 4.7086 -0.243
H 1.1202 -0.8385 -5.3916 -0.211
C 0.5114 4.4833 -6.2305 -0.774
As -0.6547 0.2212 -2.7855 1.235
N 1.2538 -0.7179 0.5481 0.032
Rh -0.5337 0.4697 0.3357 0.561
C 3.0067 -4.8821 -3.1224 -0.748
H 1.4475 1.9675 5.5807 0.422
N -0.1483 0.4250 2.4283 -0.230
C 2.7839 -3.9000 -2.1720 0.088
C 2.2902 -4.8929 -4.3069 -0.563
C 1.7930 1.7215 -4.6714 1.024
H 3.2414 -3.1867 -0.4592 0.313
H -2.7781 -1.8167 -1.4339 0.280
H -4.7150 -3.3690 -3.7962 0.277
H -5.2168 -2.7579 -5.4001 0.280
O -3.5907 -1.8484 -4.6119 -0.212
C -0.8854 1.0956 3.3021 -0.116
C 0.8100 -0.7015 -6.4251 -0.689
C 3.0535 1.1245 -4.5085 0.184
H -5.0441 2.4827 -5.6892 0.369
C -4.8501 -2.4803 -4.4154 -0.911
C 1.1085 -2.9155 -3.6353 -0.004
H 2.4658 -5.6694 -5.0333 0.417
C 0.6414 1.9704 -5.1457 -0.596
H 4.1690 -0.8312 -2.3255 0.182
O -1.7856 1.0155 -1.7322 -0.100
H 2.8334 0.6558 3.9925 0.374
O -0.4163 4.1411 -5.2105 -0.411
O 1.5167 4.0570 -0.9657 -0.627
C 1.7762 0.7933 3.8281 -0.943
H -5.5474 -1.7933 -3.9329 0.390
O -2.8644 -0.6552 -7.4088 -0.626
O 1.0885 1.6198 -1.4012 -0.125
H -1.5360 -2.9808 -0.9101 0.328
H 0.7809 -3.9259 -5.4815 0.461
C 1.1834 0.2630 2.6659 1.096
C 1.9003 -0.4373 1.6766 -0.903
C -4.1031 1.9788 -5.4736 -0.325
P -2.1469 2.4835 -1.3124 0.908
O -4.0808 0.8505 -6.3481 -0.356
H -1.5930 2.6746 0.7488 0.416
C -2.9937 0.1008 -6.4738 -0.198
O -2.3402 2.2651 0.2769 -0.562
P 0.5726 2.8118 -0.6791 0.369
C -3.3204 -0.7677 -3.8594 -0.640
H -4.0626 1.7106 -4.4149 0.166
H -1.9428 1.1595 3.0747 0.489
H -0.9963 2.2168 5.1171 0.414
O -4.0536 -0.3332 -3.0113 -0.572
O -3.2906 3.0895 -1.9577 -0.782
H 3.7425 -5.6392 -2.9053 0.474
O 3.5005 -3.9265 -1.0247 -0.654
C -0.3805 2.9357 -4.6820 0.225
C 4.1736 -0.6230 -3.3951 -0.927
O -1.2304 2.5571 -3.9063 -0.138
C 1.3424 -3.9079 -4.5593 -1.155
H 0.3616 -2.1442 -3.8055 0.888
C -1.8016 -2.2447 -1.6756 -1.046
O -0.7841 -1.2646 -1.6519 0.043
C 1.5776 -1.9052 -1.4725 1.204
H 0.5221 5.5702 -6.2760 0.341
C -0.3585 1.6663 4.4467 -0.767
H 1.5128 4.1095 -6.0138 0.309
C 1.8214 -2.8824 -2.4206 -0.344
H -3.2760 2.6577 -5.6990 0.152
H 2.9227 -0.7550 1.8341 0.409
O 2.9578 0.0336 -3.7018 0.154
H 0.2767 -1.5793 -6.7813 0.391
O -0.8094 3.3419 -1.3927 -0.209
```

Properties
Spin multiplicity: 5
ΔE to the lowest compared entry with this formula, charge and spin: 118.8 kcal/mol
Net charge: 0

---

Entry 3:
Formula: C27H30B3FO4
Source: the OMol25 dataset
Level of theory: the ωB97M-V functional and the def2-TZVPD basis

```
65
Properties=species:S:1:pos:R:3:nbo_charge:R:1
C -1.1966 -9.1379 6.7053 -0.215
C 0.0256 4.6409 -1.8980 -0.159
C 0.0767 7.3537 -1.2749 -0.227
H -2.7193 9.4573 -7.0717 0.211
B 1.6031 -5.7708 2.4524 1.195
C -0.7769 -8.7318 5.4420 -0.207
H 1.6316 0.8416 -0.1842 0.215
H -1.1539 -6.3668 0.3730 -0.092
B -0.0308 -6.3266 0.7723 0.997
C 0.1737 -9.4775 4.7517 -0.225
H -3.0712 11.8050 -6.3660 0.212
H -1.9355 -8.5553 7.2446 0.214
H -1.5440 10.8625 -2.4702 0.208
H -0.4543 -0.4819 -0.3591 0.204
C -0.7989 0.0449 -2.4150 -0.235
H -1.7167 -0.5287 -2.4892 0.214
C -0.0911 0.0741 -1.2174 -0.162
H 0.0927 8.4118 -1.0352 0.214
C -2.4656 9.7643 -6.0622 -0.213
H -1.7958 7.8081 -5.4712 0.213
C -0.6696 -10.2927 7.2749 -0.211
C 1.5406 -3.5635 -0.5548 -1.030
H 0.6954 -11.9362 7.0312 0.214
C 1.5494 1.5268 -2.2205 -0.222
C 2.1028 -5.7974 4.0303 -0.869
H -1.0011 -10.6129 8.2572 0.214
H 1.8148 -3.6833 -1.6622 0.266
H 0.4986 -9.1605 3.7657 0.214
H 1.2141 2.0395 -4.2818 0.215
C 0.7993 5.5147 -2.6564 -0.225
H 1.5555 -6.6297 4.6008 0.261
H -2.4774 12.5092 -4.0673 0.211
C -2.3286 11.4793 -4.3747 -0.217
C -2.6611 11.0841 -5.6670 -0.215
H -0.8773 0.7244 -4.4535 0.215
C 1.0817 0.8164 -1.1191 -0.224
H 1.4527 -11.2057 4.7897 0.213
C 0.7071 -10.6277 5.3253 -0.213
B 1.7166 -4.9385 0.2823 1.189
H -1.1912 -7.8337 4.9954 0.215
H 2.0447 -2.6539 -0.0738 0.252
C -1.6187 9.2316 -3.8695 -0.219
H -1.2732 6.8549 0.3227 0.213
H -1.3152 4.4408 -0.2291 0.214
C 0.2830 -11.0370 6.5860 -0.212
H 1.4318 7.5509 -2.9336 0.216
C -1.9460 8.8377 -5.1636 -0.213
C 0.8265 6.8702 -2.3436 -0.223
H 1.3813 5.1385 -3.4915 0.208
H 0.4067 -3.3247 -0.5481 0.250
H 3.2339 -5.9257 4.1081 0.278
O 1.8215 -3.3749 3.9414 -0.540
O 1.0310 -6.1292 -0.2158 -0.901
O 0.3440 -6.4228 2.1624 -0.909
C -0.7166 5.1229 -0.8241 -0.231
C 0.8464 1.4901 -3.4210 -0.223
H 2.4621 2.1078 -2.1435 0.218
C -1.8056 10.5535 -3.4772 -0.205
C 1.6978 -4.3689 4.6760 0.893
H -1.2169 8.5086 -3.1676 0.224
H 0.0023 3.5858 -2.1431 0.211
O 2.4569 -5.0997 1.5123 -0.889
C -0.6926 6.4791 -0.5132 -0.212
C -0.3282 0.7508 -3.5183 -0.213
F 1.2682 -4.2858 6.0451 -0.352
```

Properties
Net charge: 0
SMILES string: CB1OBOB(CC(=O)F)O1.c1ccccc1.c1ccccc1.c1ccccc1.c1ccccc1
Electronic energy: -41428.027 eV